[1]
{"formula": "CH3ClN4O2", "method": "wB97M-V/def2-TZVPD", "species": ["H", "N", "N", "O", "O", "H", "N", "C", "N", "Cl", "H"], "coordinates": [[-1.31662, -0.69306, -1.46381], [-0.70973, -0.64425, -0.63437], [-0.91832, -1.68795, -0.01466], [-1.83707, -2.47058, -0.15094], [-0.24412, -1.83850, 1.08385], [0.46123, -1.18309, 1.19862], [0.94702, 1.68224, 0.34521], [1.51437, 0.71104, -0.00915], [2.03404, -0.36654, 0.06131], [3.70208, -0.71655, -0.42521], [0.26256, 2.29021, -0.03862]], "spin_multiplicity": 1, "smiles": "[H]/N=[N+](\\[O-])O.N=C=NCl"}


[2]
{"formula": "C3H6N2O2", "method": "wB97M-V/def2-TZVPD", "species": ["C", "C", "C", "H", "H", "H", "H", "H", "H", "N", "N", "O", "O"], "coordinates": [[1.49541, -0.32490, 0.49359], [-1.44875, -0.15930, -0.29758], [-1.07986, 1.30478, -0.11982], [0.98075, -1.09526, 1.47628], [2.61612, -0.46901, 0.34815], [1.23497, 0.71154, 0.81099], [1.00343, 0.35218, -1.38268], [-0.68854, -1.91943, 0.16264], [-1.95226, 1.82922, 0.10552], [0.81932, -0.61018, -0.81063], [-0.37451, -0.87162, -0.68287], [-2.53774, -0.69222, 0.15542], [-0.06835, 1.94421, -0.25899]], "spin_multiplicity": 1}


Asked for ΔE to the lowest compared entry with this formula, charge and spin across the records above, the calculation gives 42.6, 167.2 kcal/mol in order.
Asked for Kohn-Sham gap across the records above, the calculation gives 9.76, 7.91 eV in order.
Asked for lowest unoccupied orbital energy across the records above, the calculation gives -0.406, -0.889 eV in order.